A | A 2-piece molecular cluster, C4H9NOS overall, computed with ωB97M-V/def2-TZVPD.

Summary:
- orbital gap (eV) = 9.56
- 2S+1 = 1
- molecular weight (g/mol) = 119.19
- E_LUMO (eV) = 0.9193

CARTESIAN COORDINATES (ANGSTROEM)
C: 2.142 0.201 -0.990
C: -0.347 0.970 2.351
C: 2.112 -1.048 -1.248
C: -2.228 -0.613 -0.514
N: -0.693 0.023 1.636
O: -0.740 1.558 -0.502
S: -0.559 0.192 -0.168
H: 2.071 0.855 -1.804
H: 1.952 0.477 0.105
H: 0.110 1.875 1.948
H: -0.603 0.823 3.369
H: 2.274 -1.374 -2.238
H: 2.238 -1.655 -0.328
H: -2.899 0.185 -0.560
H: -2.350 -1.163 -1.436
H: -2.479 -1.306 0.379

B | One molecule with the formula C4H9NOS, computed with ωB97M-V/def2-TZVPD.

Summary:
- orbital gap (eV) = 9.95
- structure (SMILES) = CNC(=O)CCS
- 2S+1 = 1
- molecular weight (g/mol) = 119.19
- E_LUMO (eV) = 0.8013

CARTESIAN COORDINATES (ANGSTROEM)
C: -1.281 0.168 2.052
N: -0.295 -0.870 1.686
C: 0.156 -0.998 0.362
O: 0.384 -2.099 -0.065
C: 0.359 0.324 -0.367
C: 0.804 0.046 -1.798
S: 0.303 1.253 -3.063
H: -2.122 0.179 1.361
H: -1.510 0.068 3.106
H: -0.736 1.105 1.934
H: -0.406 -1.792 2.087
H: 1.198 0.772 0.175
H: -0.480 1.007 -0.304
H: 1.847 -0.240 -1.886
H: 0.374 -0.915 -2.109
H: 1.404 1.993 -3.170

Which one is most stable, and which one is least stable? B is the most stable of them, while A is the least stable.

A | One molecule with the formula C4H10N2O, computed with ωB97M-V/def2-TZVPD.

Summary:
- orbital gap (eV) = 9.13
- structure (SMILES) = C[C@H]1[NH2+][C@@]1([O-])CN
- 2S+1 = 1
- molecular weight (g/mol) = 102.14
- E_LUMO (eV) = 0.7840

CARTESIAN COORDINATES (ANGSTROEM)
C: -0.575 1.850 0.175
C: -1.000 0.448 0.452
N: -1.679 -0.514 -0.854
C: -0.183 -0.769 0.153
O: -0.366 -1.756 0.950
C: 1.204 -0.589 -0.482
N: 2.282 -0.961 0.436
H: 0.108 2.166 0.975
H: -1.434 2.525 0.141
H: -0.028 1.958 -0.764
H: -1.677 0.314 1.292
H: -1.392 -0.424 -1.824
H: -2.267 -1.268 -0.507
H: 1.423 0.420 -0.842
H: 1.237 -1.235 -1.364
H: 2.317 -0.305 1.213
H: 2.029 -1.859 0.851

B | One molecule with the formula C4H10N2O, computed with ωB97M-V/def2-TZVPD.

Summary:
- orbital gap (eV) = 9.60
- structure (SMILES) = [H]/N=C(/OC)N(C)C
- 2S+1 = 1
- molecular weight (g/mol) = 102.14
- E_LUMO (eV) = 0.9479

CARTESIAN COORDINATES (ANGSTROEM)
H: 0.987 1.789 -0.543
N: 1.255 0.838 -0.447
C: 0.399 -0.079 -0.193
O: 0.981 -1.263 -0.073
C: 2.635 -0.848 -0.277
N: -0.970 0.056 -0.074
C: -1.815 -0.959 0.527
C: -1.479 1.414 -0.045
H: 2.944 -0.588 0.734
H: 2.828 -1.857 -0.573
H: 3.122 -0.144 -0.984
H: -1.938 -0.808 1.612
H: -1.362 -1.936 0.362
H: -2.808 -0.939 0.054
H: -1.061 1.988 -0.875
H: -2.566 1.404 -0.162
H: -1.234 1.939 0.890

Which one is most stable, and which one is least stable? B is the most stable of them, while A is the least stable.

A | A 11-piece molecular cluster, C60H94O6S2 overall, computed with ωB97M-V/def2-TZVPD.

Summary:
- orbital gap (eV) = 9.29
- structure (SMILES) = CCOS(C)(=O)=O.CCOS(C)(=O)=O.c1ccccc1.c1ccccc1.c1ccccc1.c1ccccc1.c1ccccc1.c1ccccc1.CCCCCC.CCCCCC.CCCCCC
- 2S+1 = 1
- molecular weight (g/mol) = 975.54
- E_LUMO (eV) = 0.2633

CARTESIAN COORDINATES (ANGSTROEM)
C: 3.626 3.794 4.639
C: 2.483 3.655 3.589
O: 2.678 4.625 2.590
S: 1.907 4.424 1.143
C: 2.738 2.914 0.489
O: 0.495 4.145 1.386
O: 2.334 5.456 0.229
H: 3.553 4.719 5.212
H: 4.604 3.833 4.161
H: 3.706 2.947 5.321
H: 2.349 2.648 3.194
H: 1.503 3.863 4.018
H: 2.784 2.107 1.220
H: 3.774 3.213 0.328
H: 2.262 2.566 -0.428
C: -2.883 -4.789 2.581
C: -1.519 -4.805 3.166
O: -0.895 -3.480 3.140
S: 0.682 -3.374 3.658
C: 0.386 -3.644 5.495
O: 1.450 -4.504 3.134
O: 1.075 -1.976 3.451
H: -3.668 -5.156 3.242
H: -2.968 -5.407 1.687
H: -3.207 -3.852 2.129
H: -1.511 -5.089 4.218
H: -0.889 -5.579 2.726
H: -0.384 -2.960 5.853
H: 1.380 -3.495 5.917
H: 0.162 -4.693 5.684
C: -4.688 4.898 -1.182
C: -4.327 4.573 -2.515
C: -2.959 4.429 -2.837
C: -1.981 4.542 -1.845
C: -2.357 4.964 -0.549
C: -3.688 5.146 -0.245
H: -5.716 5.102 -0.921
H: -5.061 4.404 -3.289
H: -2.590 4.120 -3.804
H: -0.919 4.456 -2.022
H: -1.571 4.989 0.192
H: -3.983 5.544 0.714
C: -0.456 1.415 -0.179
C: 0.074 1.388 -1.451
C: 0.919 0.358 -1.862
C: 1.267 -0.688 -1.014
C: 0.830 -0.550 0.284
C: -0.034 0.417 0.681
H: -1.046 2.295 0.029
H: -0.323 2.128 -2.131
H: 1.265 0.430 -2.882
H: 1.832 -1.534 -1.375
H: 1.203 -1.265 1.002
H: -0.408 0.416 1.694
C: -0.587 -6.308 -1.546
C: -1.686 -5.545 -1.496
C: -1.797 -4.489 -0.606
C: -0.697 -4.119 0.133
C: 0.489 -4.833 0.031
C: 0.498 -5.991 -0.760
H: -0.461 -7.147 -2.213
H: -2.522 -5.850 -2.108
H: -2.673 -3.858 -0.572
H: -0.645 -3.201 0.698
H: 1.394 -4.505 0.521
H: 1.403 -6.573 -0.667
C: -1.994 -0.942 -5.786
C: -1.906 -0.333 -4.554
C: -2.141 -1.088 -3.430
C: -2.301 -2.480 -3.522
C: -2.386 -3.044 -4.750
C: -2.243 -2.279 -5.908
H: -1.769 -0.324 -6.642
H: -1.577 0.687 -4.421
H: -2.086 -0.716 -2.417
H: -2.388 -3.050 -2.609
H: -2.455 -4.117 -4.855
H: -2.128 -2.828 -6.831
C: 1.837 -4.364 -3.891
C: 1.410 -3.061 -4.182
C: 2.277 -1.948 -4.104
C: 3.523 -2.126 -3.491
C: 3.855 -3.373 -2.999
C: 3.053 -4.520 -3.218
H: 1.158 -5.164 -4.145
H: 0.431 -2.882 -4.600
H: 1.908 -1.072 -4.617
H: 4.263 -1.368 -3.282
H: 4.838 -3.454 -2.560
H: 3.318 -5.510 -2.876
C: 6.367 1.642 2.437
C: 5.297 0.972 2.941
C: 4.523 0.067 2.159
C: 4.772 -0.050 0.785
C: 5.906 0.533 0.288
C: 6.753 1.286 1.098
H: 6.994 2.319 2.998
H: 5.018 1.204 3.959
H: 3.592 -0.383 2.472
H: 4.195 -0.603 0.059
H: 6.167 0.588 -0.759
H: 7.573 1.828 0.650
C: -3.007 -0.859 1.189
C: -4.456 -1.150 1.007
C: -4.979 -0.651 -0.374
C: -5.341 0.837 -0.419
C: -5.837 1.390 -1.717
C: -4.903 1.219 -2.938
H: -2.556 -1.245 0.275
H: -2.661 -1.309 2.119
H: -2.869 0.222 1.145
H: -4.681 -2.215 1.073
H: -5.113 -0.705 1.754
H: -5.859 -1.229 -0.654
H: -4.274 -0.926 -1.158
H: -6.103 1.215 0.263
H: -4.441 1.374 -0.119
H: -6.833 0.985 -1.897
H: -5.959 2.467 -1.600
H: -3.905 1.613 -2.746
H: -4.719 0.152 -3.068
H: -5.421 1.596 -3.820
C: 6.196 0.880 -3.928
C: 4.964 1.538 -3.281
C: 4.524 2.809 -4.070
C: 3.324 3.549 -3.424
C: 2.741 4.766 -4.225
C: 1.644 5.546 -3.426
H: 6.469 0.006 -3.336
H: 7.064 1.535 -4.000
H: 5.909 0.510 -4.912
H: 4.102 0.870 -3.295
H: 5.154 1.786 -2.237
H: 4.231 2.428 -5.048
H: 5.211 3.646 -4.188
H: 2.521 2.813 -3.381
H: 3.605 3.871 -2.421
H: 3.590 5.435 -4.369
H: 2.432 4.486 -5.232
H: 2.145 5.789 -2.489
H: 1.322 6.523 -3.789
H: 0.714 4.989 -3.320
C: 0.806 0.880 5.630
C: -0.751 0.950 5.812
C: -1.546 -0.090 4.938
C: -2.864 -0.548 5.612
C: -3.758 -1.442 4.724
C: -5.021 -1.932 5.383
H: 1.233 1.465 4.816
H: 1.059 -0.175 5.522
H: 1.256 1.246 6.553
H: -0.965 0.714 6.854
H: -1.085 1.959 5.571
H: -0.921 -0.977 4.831
H: -1.624 0.215 3.894
H: -2.620 -1.109 6.514
H: -3.515 0.245 5.979
H: -4.043 -1.054 3.747
H: -3.172 -2.328 4.480
H: -5.669 -1.187 5.843
H: -5.660 -2.480 4.690
H: -4.741 -2.616 6.184

B | A 11-piece molecular cluster, C60H94O6S2 overall, computed with ωB97M-V/def2-TZVPD.

Summary:
- orbital gap (eV) = 9.37
- structure (SMILES) = CCOS(C)(=O)=O.CCOS(C)(=O)=O.c1ccccc1.c1ccccc1.c1ccccc1.c1ccccc1.c1ccccc1.c1ccccc1.CCCCCC.CCCCCC.CCCCCC
- 2S+1 = 1
- molecular weight (g/mol) = 975.54
- E_LUMO (eV) = 0.3889

CARTESIAN COORDINATES (ANGSTROEM)
C: 4.162 5.604 -5.369
C: 2.843 4.897 -5.092
O: 2.804 4.552 -3.712
S: 1.524 3.620 -3.272
C: 2.155 3.153 -1.687
O: 0.413 4.510 -3.095
O: 1.471 2.412 -4.047
H: 4.067 6.673 -5.167
H: 4.436 5.496 -6.419
H: 4.995 5.265 -4.756
H: 2.033 5.569 -5.391
H: 2.797 3.974 -5.681
H: 3.131 2.684 -1.765
H: 1.464 2.434 -1.244
H: 2.155 4.013 -1.022
C: -2.415 -2.629 3.647
C: -1.870 -2.423 5.061
O: -2.833 -1.654 5.777
S: -3.019 -1.917 7.369
C: -1.491 -1.165 7.992
O: -4.118 -1.135 7.883
O: -3.022 -3.323 7.648
H: -1.660 -2.581 2.866
H: -3.127 -1.813 3.496
H: -3.030 -3.526 3.577
H: -1.712 -3.391 5.544
H: -0.894 -1.935 5.006
H: -1.474 -0.157 7.577
H: -0.624 -1.778 7.766
H: -1.544 -1.033 9.072
C: 5.161 -4.316 2.734
C: 5.934 -3.825 3.784
C: 5.914 -2.472 4.052
C: 5.148 -1.597 3.282
C: 4.433 -2.092 2.205
C: 4.453 -3.452 1.908
H: 5.195 -5.385 2.556
H: 6.707 -4.438 4.231
H: 6.576 -2.062 4.806
H: 5.281 -0.540 3.475
H: 3.860 -1.519 1.486
H: 3.916 -3.929 1.099
C: -0.227 2.843 2.880
C: -1.186 2.019 3.455
C: -0.783 1.298 4.590
C: 0.474 1.391 5.129
C: 1.426 2.213 4.523
C: 1.079 2.909 3.393
H: -0.450 3.346 1.946
H: -2.150 1.864 2.993
H: -1.534 0.642 5.023
H: 0.667 0.829 6.034
H: 2.439 2.275 4.902
H: 1.724 3.611 2.881
C: -8.507 0.825 -1.323
C: -8.915 1.290 -2.581
C: -8.342 0.732 -3.718
C: -7.379 -0.254 -3.624
C: -6.986 -0.727 -2.368
C: -7.546 -0.171 -1.229
H: -8.938 1.250 -0.427
H: -9.603 2.116 -2.686
H: -8.533 1.044 -4.740
H: -6.987 -0.790 -4.478
H: -6.267 -1.534 -2.312
H: -7.203 -0.564 -0.279
C: -6.538 0.472 3.011
C: -6.558 1.393 1.976
C: -7.453 2.451 2.017
C: -8.361 2.575 3.071
C: -8.378 1.587 4.053
C: -7.444 0.557 4.065
H: -5.890 -0.393 2.935
H: -5.867 1.284 1.151
H: -7.501 3.228 1.263
H: -9.056 3.397 3.163
H: -9.122 1.651 4.839
H: -7.448 -0.198 4.839
C: -4.630 1.949 -4.380
C: -4.150 2.904 -5.287
C: -2.809 3.076 -5.570
C: -1.913 2.271 -4.872
C: -2.338 1.444 -3.864
C: -3.697 1.216 -3.668
H: -5.688 1.761 -4.277
H: -4.910 3.419 -5.868
H: -2.523 3.634 -6.451
H: -0.834 2.328 -4.965
H: -1.635 0.892 -3.251
H: -4.054 0.419 -3.023
C: 4.144 2.934 1.117
C: 4.699 4.138 0.707
C: 6.051 4.312 0.496
C: 6.851 3.172 0.716
C: 6.294 1.966 1.111
C: 4.934 1.818 1.358
H: 3.074 2.912 1.285
H: 4.064 5.017 0.636
H: 6.459 5.202 0.041
H: 7.929 3.222 0.630
H: 6.987 1.141 1.233
H: 4.486 0.945 1.811
C: 2.630 -0.257 -0.565
C: 1.373 -0.172 0.318
C: 0.085 -0.364 -0.507
C: -1.169 -0.399 0.361
C: -2.453 -0.270 -0.454
C: -3.725 -0.612 0.275
H: 2.754 -1.285 -0.912
H: 3.496 0.217 -0.107
H: 2.563 0.273 -1.525
H: 1.467 -0.954 1.074
H: 1.325 0.830 0.751
H: 0.201 -1.242 -1.142
H: 0.067 0.512 -1.168
H: -1.130 -1.392 0.829
H: -1.172 0.330 1.173
H: -2.581 0.755 -0.827
H: -2.326 -0.914 -1.332
H: -4.596 -0.509 -0.373
H: -3.668 -1.678 0.535
H: -3.837 -0.061 1.211
C: 6.756 -2.034 -5.086
C: 6.842 -2.093 -3.567
C: 6.005 -0.988 -2.889
C: 6.526 0.431 -3.143
C: 5.573 1.500 -2.603
C: 5.894 2.953 -2.941
H: 5.801 -2.405 -5.461
H: 7.516 -2.680 -5.542
H: 7.032 -1.070 -5.519
H: 6.397 -3.037 -3.251
H: 7.906 -2.001 -3.335
H: 6.021 -1.147 -1.811
H: 5.033 -1.066 -3.387
H: 7.463 0.500 -2.581
H: 6.654 0.647 -4.206
H: 4.555 1.236 -2.919
H: 5.507 1.371 -1.513
H: 6.960 3.163 -2.860
H: 5.594 3.071 -3.985
H: 5.265 3.586 -2.319
C: 1.042 -3.988 -1.762
C: -0.361 -4.274 -1.207
C: -0.459 -5.615 -0.467
C: -1.620 -5.650 0.528
C: -3.001 -5.565 -0.108
C: -4.041 -5.224 0.951
H: 1.244 -2.946 -2.006
H: 1.272 -4.541 -2.675
H: 1.755 -4.353 -1.019
H: -0.688 -3.514 -0.490
H: -1.072 -4.275 -2.034
H: 0.458 -5.927 0.047
H: -0.523 -6.420 -1.210
H: -1.502 -6.507 1.201
H: -1.512 -4.820 1.237
H: -2.978 -4.722 -0.809
H: -3.246 -6.395 -0.774
H: -3.880 -4.206 1.311
H: -5.073 -5.206 0.587
H: -4.062 -5.920 1.793

Which one is most stable, and which one is least stable? B is the most stable of them, while A is the least stable.